Entry 1:
This record from the OMol25 dataset describes 3 unconnected molecules or ions with the total composition C22H46FN2O2P. The level of theory is wB97M-V/def2-TZVPD.

```
74
Properties=species:S:1:pos:R:3:forces:R:3
C 1.279 0.144 3.994 -0.077 -0.044 -0.064
C 0.659 0.975 2.867 -0.013 0.038 0.061
C 1.644 1.517 1.820 -0.137 0.080 -0.118
C 0.882 2.228 0.673 -0.016 -0.242 0.144
P 2.917 2.660 2.512 0.151 -0.022 0.064
F 4.262 2.003 1.870 -0.051 0.071 -0.048
H 1.475 0.736 4.886 0.100 0.027 -0.001
H 0.605 -0.660 4.290 -0.036 -0.020 0.027
H 2.216 -0.317 3.677 0.015 -0.017 0.009
H 0.076 1.802 3.281 -0.047 0.003 0.006
H -0.065 0.366 2.321 -0.044 0.009 -0.020
H 2.193 0.664 1.409 0.113 0.007 0.076
H -0.193 2.174 0.854 -0.039 0.027 -0.019
H 1.073 1.746 -0.285 0.027 0.075 -0.054
H 1.147 3.282 0.601 0.003 0.015 -0.102
H 3.063 2.054 3.785 -0.025 -0.065 -0.019
C -3.511 -2.282 3.278 0.044 -0.003 -0.052
C -3.821 -0.791 3.506 0.146 -0.063 -0.005
C -5.328 -0.547 3.676 -0.054 0.008 0.062
C -6.127 -0.634 2.379 0.024 -0.022 -0.009
C -5.524 0.257 1.297 -0.078 0.017 0.014
C -4.045 -0.045 1.038 0.158 -0.053 -0.036
N -3.335 0.052 2.360 -0.365 0.276 0.092
O -3.004 1.246 2.687 0.152 -0.212 -0.081
C -3.869 -1.416 0.385 0.039 -0.026 0.019
C -3.440 0.995 0.102 -0.044 0.037 -0.006
C -3.085 -0.336 4.763 -0.015 -0.006 0.019
H -2.703 -2.416 2.562 0.034 0.002 0.042
H -3.192 -2.735 4.217 -0.059 -0.002 0.021
H -4.377 -2.842 2.925 0.015 0.008 -0.033
H -5.468 0.445 4.114 0.051 0.023 -0.038
H -5.703 -1.273 4.404 -0.026 0.031 0.020
H -6.192 -1.669 2.032 0.041 0.001 -0.007
H -7.153 -0.317 2.575 -0.018 -0.038 -0.007
H -6.069 0.149 0.356 -0.023 0.003 0.014
H -5.612 1.304 1.603 0.047 0.003 0.004
H -2.811 -1.659 0.279 0.000 0.004 -0.012
H -4.306 -1.374 -0.614 0.011 0.009 -0.007
H -4.356 -2.226 0.919 -0.013 0.017 -0.017
H -3.586 2.004 0.475 0.005 0.005 0.019
H -3.919 0.904 -0.874 0.009 -0.007 0.005
H -2.370 0.825 -0.023 0.000 -0.009 -0.001
H -2.005 -0.422 4.631 0.000 -0.018 -0.003
H -3.387 -0.981 5.589 0.002 0.010 -0.005
H -3.316 0.694 5.016 0.017 0.023 -0.025
C 3.764 -0.639 -5.665 0.022 -0.062 0.029
C 2.699 -0.067 -4.713 -0.003 -0.114 -0.060
C 3.007 1.389 -4.331 -0.024 0.087 -0.012
C 4.147 1.553 -3.328 -0.021 -0.069 -0.034
C 3.932 0.668 -2.103 0.050 0.228 0.038
C 3.731 -0.806 -2.460 0.039 -0.154 0.001
N 2.601 -0.873 -3.447 -0.128 0.384 0.200
O 1.438 -0.874 -2.908 0.167 -0.156 -0.130
C 5.022 -1.418 -3.007 -0.020 -0.032 -0.042
C 3.331 -1.601 -1.223 -0.020 0.037 0.042
C 1.345 -0.135 -5.412 -0.004 0.023 -0.016
H 3.975 -1.684 -5.446 -0.039 -0.013 -0.033
H 3.399 -0.589 -6.691 0.012 0.060 -0.002
H 4.702 -0.086 -5.627 0.009 -0.024 0.027
H 2.099 1.830 -3.908 -0.011 -0.053 0.030
H 3.227 1.937 -5.252 -0.024 0.031 0.011
H 5.112 1.338 -3.794 -0.017 -0.045 -0.015
H 4.189 2.597 -3.014 0.046 0.006 -0.009
H 4.775 0.756 -1.414 -0.007 -0.008 0.009
H 3.045 1.019 -1.566 -0.031 -0.069 0.000
H 4.852 -2.445 -3.334 0.004 -0.002 0.007
H 5.756 -1.438 -2.200 -0.008 -0.008 0.010
H 5.460 -0.864 -3.831 0.001 0.012 0.022
H 2.452 -1.179 -0.743 -0.017 0.005 -0.013
H 4.162 -1.586 -0.517 -0.001 -0.002 -0.007
H 3.113 -2.638 -1.484 -0.002 0.002 -0.005
H 1.066 -1.169 -5.618 0.015 -0.004 -0.013
H 1.423 0.401 -6.360 -0.006 -0.001 0.010
H 0.558 0.318 -4.815 -0.006 -0.023 0.029
```
Forces are in eV/Å.

Summary:
- Largest force on an atom: 0.0091 hartree/bohr
- Kohn-Sham gap (alpha / beta): 8.69 / 9.65 eV
- Multiplicity: 3
- LUMO (alpha / beta): 0.710 / 0.560 eV
- E: -1566.95891 Ha

Löwdin atomic charge list, values in e, 8 entries:
1. C -0.129
2. C -0.296
3. C -0.570
4. C -0.123
5. P 0.915
6. F -0.394
7. H 0.060
8. H 0.058

***

Entry 2:
This record from the OMol25 dataset describes a molecular structure, C22H46NO5PPdS in a non-equilibrium geometry. The level of theory is wB97M-V/def2-TZVPD.

```
77
Properties=species:S:1:pos:R:3:forces:R:3
C 2.274 3.363 3.886 -0.219 0.666 -0.477
C 1.348 4.035 2.856 0.141 -0.629 -0.555
C 1.560 3.486 1.432 -0.275 0.336 0.205
C 2.518 4.341 0.609 0.335 -0.640 0.003
C 3.114 3.616 -0.611 -0.091 0.693 -0.185
C 2.519 4.031 -1.959 0.137 -0.603 0.408
C 1.047 3.644 -2.099 0.241 0.468 -0.798
C 0.766 2.306 -2.802 0.023 0.205 0.779
C 1.736 1.173 -2.480 -0.693 -0.498 -0.509
C 1.302 0.467 -1.204 0.362 0.466 0.469
C 2.338 -0.506 -0.651 -0.300 0.065 -0.326
C 1.832 -1.616 0.299 0.539 0.547 -0.059
C 0.332 -1.638 0.550 -1.242 -1.026 0.653
C -0.443 -2.808 -0.098 0.683 0.392 0.053
C -0.491 -2.789 -1.635 0.109 -0.494 -0.584
C 0.837 -3.248 -2.259 0.059 0.162 0.481
C -1.615 -3.656 -2.258 -0.595 0.687 -0.117
C -2.577 -2.767 -3.065 0.332 -0.423 0.156
C -1.847 -3.011 0.535 -1.269 -0.785 0.191
C -2.234 -1.981 1.594 2.598 1.442 -0.717
O -2.543 -0.824 1.052 -0.493 -0.246 0.325
C -2.498 0.350 1.918 -0.524 1.721 -0.366
C -2.901 1.545 1.077 0.454 -0.744 -0.272
P -4.013 -2.684 2.266 -1.049 -1.080 1.025
N -3.981 -4.264 2.614 0.736 0.745 -1.620
O -5.074 -2.525 1.135 0.420 -0.082 -0.392
O -1.460 -1.936 2.680 -0.714 -0.445 0.035
S 0.207 -1.948 2.353 2.959 0.366 -0.678
O 0.706 -0.846 3.056 -0.402 1.636 0.739
O 0.783 -3.198 2.658 -1.003 -1.431 -0.078
H 2.993 2.734 3.378 0.248 -0.189 -0.041
H 1.706 2.749 4.569 -0.022 -0.148 0.342
H 2.827 4.121 4.424 0.118 -0.035 0.411
H 1.492 5.108 2.804 0.028 0.218 0.217
H 0.305 3.871 3.105 -0.214 0.066 0.338
H 1.979 2.482 1.472 0.019 -0.273 0.162
H 0.575 3.383 0.975 -0.055 0.070 -0.423
H 2.086 5.298 0.334 -0.238 0.140 -0.108
H 3.352 4.575 1.264 0.129 0.148 0.247
H 4.182 3.818 -0.630 0.192 -0.052 -0.086
H 3.003 2.543 -0.485 0.028 -0.278 0.094
H 3.114 3.553 -2.732 0.016 -0.039 -0.351
H 2.661 5.093 -2.110 -0.064 0.333 0.095
H 0.555 3.712 -1.139 -0.109 -0.129 0.384
H 0.579 4.412 -2.707 -0.285 0.132 -0.069
H -0.213 1.977 -2.449 -0.291 -0.094 -0.167
H 0.648 2.462 -3.865 0.300 0.023 -0.316
H 2.776 1.470 -2.460 0.197 0.203 0.142
H 1.649 0.445 -3.287 0.201 -0.183 -0.150
H 0.330 0.018 -1.399 -0.099 -0.265 -0.162
H 1.118 1.232 -0.448 -0.155 0.123 0.199
H 3.088 0.073 -0.129 0.202 0.158 0.153
H 2.865 -0.945 -1.491 0.066 -0.303 -0.135
H 2.340 -1.485 1.245 0.124 0.114 0.262
H 2.178 -2.578 -0.048 -0.171 -0.397 -0.095
H -0.174 -0.690 0.407 0.166 0.268 -0.129
H 0.148 -3.674 0.190 -0.148 -0.374 0.139
H -0.625 -1.762 -1.958 -0.380 0.235 -0.057
H 1.590 -2.473 -2.248 0.203 0.131 0.110
H 0.687 -3.517 -3.293 -0.093 -0.034 -0.318
H 1.215 -4.122 -1.738 0.165 -0.233 0.006
H -1.217 -4.356 -2.973 0.337 -0.446 0.098
H -2.196 -4.275 -1.524 0.286 0.333 -0.393
H -2.088 -2.562 -4.009 0.009 0.216 -0.283
H -3.508 -3.270 -3.290 -0.265 0.024 -0.016
H -2.732 -1.806 -2.587 -0.340 0.156 0.186
H -1.867 -3.990 1.031 0.177 -0.195 0.253
H -2.665 -3.030 -0.183 0.119 0.307 -0.351
H -3.212 0.247 2.741 0.065 -0.598 0.151
H -1.501 0.536 2.291 0.310 -0.542 0.283
H -2.171 1.653 0.284 0.134 0.204 -0.228
H -3.870 1.393 0.620 -0.331 0.243 0.081
H -2.854 2.431 1.694 -0.234 0.209 0.097
H -4.295 -4.806 1.787 -0.343 -0.417 0.457
H -3.051 -4.586 2.901 -0.401 -0.204 0.843
H -4.687 -2.078 0.352 -0.697 0.279 0.033
Pd -2.658 -5.497 -0.131 -0.164 -0.378 0.305
```
Forces are in eV/Å.

Summary:
- Largest force on an atom: 0.0595 hartree/bohr
- Kohn-Sham gap: 2.86 eV
- Relative energy (zero: lowest compared OMol25 entry of this formula, charge and spin): 42.4 kcal per mole
- Charge: +2
- LUMO: -11.405 eV
- E: -2163.42402 Ha

Löwdin atomic charge list, values in e, 8 entries:
1. C -0.087
2. C -0.243
3. C -0.246
4. C -0.190
5. C -0.192
6. C -0.195
7. C -0.185
8. C -0.184

***

Entry 3:
This record from the OMol25 dataset describes a molecular structure, C22H46O10PdS4 in a non-equilibrium geometry. The level of theory is wB97M-V/def2-TZVPD.

```
83
Properties=species:S:1:pos:R:3:forces:R:3
Pd 1.511 6.940 21.465 -1.527 -0.023 -1.610
C -2.603 5.863 22.580 0.218 0.263 -0.136
C -1.681 6.674 21.593 -0.019 -0.831 1.087
C -1.489 8.083 22.178 -0.773 0.072 -1.018
O -0.488 5.997 21.410 0.862 0.362 -0.028
H -3.251 6.512 23.174 -0.072 0.080 -0.120
H -1.969 5.329 23.293 0.059 -0.071 -0.117
H -3.257 5.152 22.071 0.193 -0.139 -0.059
H -2.195 6.690 20.624 -0.360 0.565 -0.090
H -0.711 8.107 22.937 0.002 -0.097 0.005
H -2.444 8.422 22.585 0.077 0.118 0.198
H -1.269 8.767 21.354 0.467 0.086 0.203
C 0.234 8.683 17.985 -0.115 1.275 0.231
C 1.673 8.298 18.299 0.420 -2.321 0.050
C 2.724 9.241 17.685 -1.007 0.506 1.099
O 1.911 8.060 19.637 0.256 1.034 0.750
H -0.004 8.979 16.958 0.450 -0.200 -0.163
H 0.106 9.603 18.575 -0.459 -0.166 0.071
H -0.532 7.962 18.271 0.247 -0.154 0.349
H 1.902 7.305 17.832 -0.329 0.155 -0.703
H 3.692 8.785 17.867 0.226 -0.053 -0.693
H 2.759 10.183 18.247 -0.214 -0.032 0.042
H 2.421 9.495 16.669 0.643 -0.281 -0.248
C 1.383 12.070 24.732 0.146 0.092 0.082
C 2.371 12.509 23.604 -0.236 -0.226 0.142
C 2.698 11.324 22.682 -0.017 0.346 0.403
S 2.146 9.852 23.505 -1.451 -0.131 -1.051
O 3.113 9.338 24.425 0.038 0.165 0.545
O 1.589 8.958 22.487 0.218 0.771 0.981
C 0.757 10.762 24.342 0.645 -1.713 -0.720
H 0.586 12.790 24.915 0.222 0.224 -0.013
H 1.960 11.950 25.648 -0.172 -0.040 0.096
H 3.285 12.882 24.060 -0.085 0.254 -0.075
H 1.915 13.266 22.969 0.144 0.263 0.216
H 3.762 11.230 22.482 -0.091 -0.130 -0.363
H 2.063 11.404 21.804 0.395 -0.336 -0.321
H 0.378 10.085 25.106 0.119 0.280 0.306
H -0.010 10.807 23.566 0.066 0.265 -0.051
C -0.032 3.917 17.435 -0.089 0.468 -1.966
C 1.403 4.048 16.943 1.709 -1.306 1.482
C 2.274 3.447 18.130 -1.043 1.033 -0.196
S 1.377 4.033 19.608 -1.051 -0.443 0.211
O 2.084 5.113 20.277 0.365 -1.018 -0.421
O 0.926 2.881 20.376 0.682 0.385 -0.184
C -0.044 4.653 18.746 -0.771 -0.054 0.067
H -0.360 2.876 17.390 0.249 -0.117 0.784
H -0.688 4.366 16.680 -0.073 0.374 0.349
H 1.785 5.065 16.862 -0.576 0.207 -0.467
H 1.672 3.438 16.082 -0.285 0.313 -0.313
H 3.272 3.873 18.159 0.157 -0.372 0.035
H 2.191 2.365 18.139 0.377 -0.054 0.154
H 0.064 5.726 18.578 0.115 -0.011 0.193
H -0.910 4.461 19.374 0.143 0.142 0.157
C 7.199 5.952 21.273 -1.114 1.030 0.052
C 6.463 6.094 19.883 0.027 -1.054 1.814
C 5.586 7.356 19.932 0.637 -0.733 -0.409
S 4.931 7.436 21.618 1.016 -0.877 -1.289
O 3.723 6.626 21.554 0.944 0.607 0.884
O 4.974 8.783 22.117 -0.319 -0.060 0.138
C 6.231 6.362 22.380 -1.611 1.067 0.211
H 7.998 6.690 21.234 0.526 -0.497 0.366
H 7.453 4.935 21.560 0.803 0.012 -0.670
H 5.852 5.190 19.833 -0.287 0.188 -0.441
H 7.219 6.032 19.107 -0.198 0.357 -0.276
H 4.747 7.227 19.255 -0.248 0.415 0.131
H 6.175 8.238 19.689 -0.169 0.194 0.171
H 5.602 5.581 22.809 0.297 -0.344 -0.196
H 6.588 6.948 23.227 0.466 -0.028 -0.194
C 0.021 3.360 25.375 1.212 -0.305 -0.987
C 0.294 3.023 23.884 -1.437 0.273 0.061
C 1.711 3.454 23.550 -0.275 0.755 0.051
S 1.930 5.065 24.383 -1.722 -0.551 -0.663
O 1.416 6.121 23.516 0.619 -0.320 0.862
O 3.235 5.185 24.981 -0.274 -0.050 0.052
C 0.545 4.798 25.555 0.735 -0.791 1.070
H 0.616 2.617 25.914 -0.083 0.353 0.571
H -1.016 3.292 25.688 -0.080 -0.098 -0.175
H -0.476 3.553 23.312 0.561 0.390 -0.375
H 0.093 1.989 23.598 0.369 -0.165 0.373
H 1.807 3.627 22.480 0.366 -0.106 0.067
H 2.467 2.799 23.979 0.065 -0.098 -0.179
H -0.244 5.523 25.384 0.237 0.243 -0.183
H 0.983 4.886 26.551 -0.161 0.413 0.001
```
Forces are in eV/Å.

Summary:
- Largest force on an atom: 0.0508 hartree/bohr
- Kohn-Sham gap (alpha / beta): 7.36 / 7.32 eV
- Relative energy (zero: lowest compared OMol25 entry of this formula, charge and spin): 0.0 kcal per mole
- Multiplicity: 3
- LUMO (alpha / beta): 0.471 / 0.469 eV
- E: -3338.69399 Ha

Löwdin atomic charge list, values in e, 8 entries:
1. Pd 1.055
2. C -0.057
3. C -0.566
4. C -0.078
5. O -0.331
6. H 0.054
7. H 0.047
8. H 0.062